Entry P
{"formula": "C3H2N2", "method": "ωB97M-V/def2-TZVPD", "homo_energy_ev": [-9.37, -9.37], "gap_ev": [7.8, 7.8], "elements": ["C", "C", "C", "N", "N", "H", "H"], "coordinates": [[2.34075, 2.17414, -0.13992], [-0.08178, 0.35368, 0.63111], [0.08359, 0.02308, -0.62438], [3.43620, 2.50340, -0.12989], [0.09287, 1.39553, -0.30735], [-0.18925, 0.18241, 1.67054], [0.15466, -0.63510, -1.45146]]}

Entry Q
{"formula": "C3H2N2", "method": "ωB97M-V/def2-TZVPD", "homo_energy_ev": [-9.79, -9.83], "gap_ev": [8.4, 7.5], "elements": ["C", "C", "C", "N", "N", "H", "H"], "coordinates": [[-0.96733, -1.60734, -1.45404], [-0.41880, 0.12344, 0.48913], [0.51116, -0.05970, -0.40251], [-1.95659, -2.02718, -1.91876], [0.15850, -1.26583, -0.93528], [-1.30646, -0.43020, 0.57185], [1.44886, 0.46536, -0.47272]]}

Entry R
{"formula": "C3H2N2", "method": "ωB97M-V/def2-TZVPD", "homo_energy_ev": [-9.61, -9.61], "gap_ev": [7.6, 7.6], "elements": ["C", "C", "C", "N", "N", "H", "H"], "coordinates": [[0.38211, -0.47492, -0.95838], [-0.47690, 0.60851, 0.75953], [0.46794, -0.99514, 0.26608], [-0.02165, -0.49258, 1.35834], [-0.24230, 0.65013, -0.58024], [0.85454, -0.70726, -2.11854], [-0.96373, 1.41126, 1.27322]]}

Stability, highest: entry R

Entry P
{"formula": "C3H2N2", "method": "ωB97M-V/def2-TZVPD", "homo_energy_ev": -10.42, "gap_ev": 11.0, "smiles": "N#C[C@H]1C=N1", "elements": ["C", "C", "C", "N", "N", "H", "H"], "coordinates": [[1.37063, 0.18257, 0.07840], [-0.97251, -0.25821, -0.48549], [0.05389, 0.17278, 0.47130], [2.50360, 0.21212, -0.15986], [-0.80495, -1.27812, 0.21983], [-1.69547, 0.15819, -1.19922], [-0.45519, 0.81068, 1.07504]]}

Entry Q
{"formula": "C3H2N2", "method": "ωB97M-V/def2-TZVPD", "homo_energy_ev": -8.67, "gap_ev": 8.6, "elements": ["C", "C", "C", "N", "N", "H", "H"], "coordinates": [[0.10635, 0.99503, 0.10173], [-1.07552, -1.08683, 0.18618], [1.34101, 0.35398, -0.02838], [2.06739, -0.53293, -0.11136], [-0.76965, 0.05309, 0.03789], [-0.11717, 2.03109, 0.24158], [-1.55242, -1.81343, -0.42764]]}

Stability, highest: entry P

Entry P
{"formula": "C4H21NO5", "method": "ωB97M-V/def2-TZVPD", "homo_energy_ev": -8.70, "gap_ev": 8.9, "smiles": "CCN(C)C.O.O.O.O.O", "elements": ["C", "C", "N", "C", "C", "H", "H", "H", "H", "H", "H", "H", "H", "H", "H", "H", "H", "H", "O", "H", "H", "O", "H", "H", "O", "H", "H", "O", "H", "H", "O"], "coordinates": [[-0.14206, -2.21914, -0.92246], [-0.75075, -1.76781, 0.39961], [-1.01866, -0.25048, 0.46796], [-1.51397, 0.18804, 1.81067], [-0.05099, 0.62808, -0.17519], [0.76800, -1.72473, -1.00011], [-0.20837, -3.25941, -1.09194], [-0.84942, -1.87922, -1.85713], [-0.12957, -2.07319, 1.26314], [-1.86009, -2.19519, 0.43429], [-0.70767, 0.71295, 2.43371], [-1.73644, -0.71949, 2.38397], [-2.48927, 0.66898, 1.82517], [0.96946, 0.27330, -0.17726], [-0.40592, 0.78976, -1.27839], [-0.04125, 1.79672, 0.08012], [2.69128, -0.90743, 0.19569], [4.03197, -1.80281, 0.52192], [3.76846, -0.85878, 0.35814], [-2.26198, 0.44174, -2.92723], [-2.67335, -0.95663, -3.27922], [-1.80658, -0.30199, -3.32693], [-3.38169, 1.40588, -1.34004], [-2.44650, 0.15695, -0.70998], [-3.32293, 0.60545, -0.85701], [1.52228, 1.74894, 2.78890], [2.10097, 2.61664, 1.83648], [1.58373, 2.66327, 2.70320], [3.47118, 2.66130, -0.77392], [3.73586, 1.38824, 0.16016], [3.15427, 2.17006, 0.05368]]}

Entry Q
{"formula": "C4H21NO5", "method": "ωB97M-V/def2-TZVPD", "homo_energy_ev": -8.82, "gap_ev": 9.3, "smiles": "CCN(C)C.O.O.O.O.O", "elements": ["C", "C", "N", "C", "C", "H", "H", "H", "H", "H", "H", "H", "H", "H", "H", "H", "H", "H", "O", "H", "H", "O", "H", "H", "O", "H", "H", "O", "H", "H", "O"], "coordinates": [[-0.45068, 2.16094, -0.02890], [0.14498, 1.81081, 1.37081], [0.95115, 0.60213, 1.38412], [2.05139, 0.66449, 2.31882], [0.10746, -0.58050, 1.34402], [-1.49230, 2.45098, 0.02452], [0.13419, 3.04154, -0.33909], [-0.13994, 1.57644, -0.89427], [-0.67570, 1.81598, 2.10304], [0.74260, 2.68137, 1.62634], [2.54172, 1.62299, 2.19711], [2.76735, -0.12530, 2.07615], [1.88118, 0.53498, 3.40054], [-0.78786, -0.55321, 1.98498], [-0.31721, -0.61390, 0.34771], [0.73995, -1.43315, 1.57716], [-4.04744, 0.44249, 1.19223], [-2.81268, -0.37197, 1.01913], [-3.40879, 0.19255, 0.51130], [1.12983, -0.45274, -2.75351], [1.00085, -0.88819, -1.24887], [0.58269, -0.38841, -1.96041], [3.36322, 0.17462, -0.63540], [2.30263, 1.27446, -0.44204], [2.96821, 0.94499, -1.05451], [-1.07662, -3.88503, -0.60266], [-0.97107, -2.48685, -1.28838], [-0.45529, -3.24851, -0.96204], [-1.08509, -1.02960, -2.33582], [-2.17688, -0.41746, -1.55776], [-1.99914, -1.23175, -2.03600]]}

Stability, highest: entry Q

Entry P
{"formula": "C30H47BrN4OP2Pd", "method": "ωB97M-V/def2-TZVPD", "homo_energy_ev": [-12.62, -13.72], "s2": 2.04, "multiplicity": 3, "total_charge": 2, "gap_ev": [6.0, 5.8], "elements": ["N", "C", "C", "C", "C", "C", "C", "Pd", "P", "C", "C", "C", "C", "C", "C", "C", "Br", "H", "H", "H", "H", "H", "H", "H", "H", "H", "H", "P", "C", "C", "H", "H", "H", "H", "H", "C", "C", "H", "H", "H", "H", "H", "C", "C", "H", "H", "H", "H", "H", "C", "C", "H", "H", "H", "H", "H", "C", "C", "H", "H", "H", "H", "H", "C", "C", "H", "H", "H", "H", "H", "C", "N", "C", "C", "C", "N", "C", "O", "N", "H", "H", "H", "H", "H", "H", "H"], "coordinates": [[-5.23472, 3.09920, -2.37253], [-4.99440, 3.14642, -1.06003], [-3.93956, 2.44962, -0.47758], [-3.05671, 1.71090, -1.30895], [-3.36082, 1.63947, -2.69877], [-4.46629, 2.35523, -3.17700], [-1.79131, 1.25754, -0.78590], [-0.27315, 0.06848, 0.11931], [1.89163, -0.33586, 0.39262], [-0.80025, 0.79296, -1.68451], [0.08389, 1.72937, -2.43640], [0.62451, 1.29773, -3.65526], [1.49362, 2.13191, -4.38553], [1.94971, 3.32785, -3.79780], [1.39126, 3.75669, -2.58003], [0.40845, 2.99667, -1.95070], [3.19328, 4.32684, -4.65905], [-1.64383, 1.53302, 0.27822], [-1.05462, -0.08774, -2.28778], [-3.76812, 2.52540, 0.59163], [-2.74774, 1.09015, -3.41788], [-5.67858, 3.75417, -0.45970], [-4.74500, 2.32659, -4.24587], [0.34125, 0.32549, -4.07645], [-0.12254, 3.41876, -1.10103], [1.86310, 1.79285, -5.35895], [1.72262, 4.68324, -2.14087], [-0.70399, -2.24879, -0.22448], [3.02202, 1.09528, 0.68156], [4.49065, 0.67606, 0.79055], [2.66373, 1.58341, 1.59830], [2.87759, 1.82061, -0.13579], [4.90103, 0.96005, 1.76486], [4.64438, -0.39684, 0.66575], [5.08858, 1.17698, 0.01792], [2.59695, -0.87589, -1.24203], [3.65135, -1.98589, -1.33669], [3.01237, 0.05044, -1.66479], [1.71665, -1.12732, -1.86010], [3.72277, -2.26965, -2.39765], [4.65139, -1.62963, -1.05213], [3.42699, -2.90242, -0.76970], [2.33006, -1.33340, 1.89650], [3.62289, -2.13581, 2.07858], [1.47188, -2.00540, 2.03233], [2.27741, -0.56368, 2.68266], [3.58482, -2.53488, 3.10131], [3.72249, -2.99984, 1.40667], [4.53640, -1.53213, 2.04598], [-0.53487, -3.29980, 1.26559], [-1.12638, -4.71109, 1.19914], [-0.96246, -2.69822, 2.08249], [0.54362, -3.39499, 1.46305], [-2.21268, -4.71536, 1.01947], [-0.61821, -5.30977, 0.42601], [-0.93761, -5.18516, 2.17508], [0.32534, -3.15838, -1.44954], [-0.00228, -2.88961, -2.91525], [0.22781, -4.22816, -1.22288], [1.37788, -2.92042, -1.24384], [-1.07916, -2.96892, -3.11040], [0.34434, -1.90683, -3.26006], [0.50043, -3.64346, -3.53763], [-2.44138, -2.41327, -0.75629], [-3.45521, -2.06445, 0.33340], [-2.55774, -3.45208, -1.10244], [-2.57962, -1.74883, -1.62501], [-4.20291, -1.37772, -0.08130], [-4.00300, -2.96075, 0.65128], [-3.00962, -1.58687, 1.21983], [-2.12646, 0.55739, 5.27165], [-1.29505, 1.20712, 4.27205], [-0.75592, 2.42968, 4.53666], [-0.03039, 3.06788, 3.58193], [0.05942, 2.45620, 2.31846], [-0.47818, 1.25694, 2.07142], [-1.15670, 0.56802, 3.04050], [-1.65054, -0.56208, 2.87094], [0.72559, 3.08623, 1.33281], [-1.98711, -0.52735, 5.24673], [-3.18695, 0.76893, 5.08536], [-1.84460, 0.95012, 6.24995], [-0.97105, 2.81132, 5.52999], [0.46443, 4.01643, 3.75050], [1.21364, 3.94140, 1.55915], [0.82953, 2.67166, 0.40840]]}

Entry Q
{"formula": "C30H47BrN4OP2Pd", "method": "ωB97M-V/def2-TZVPD", "homo_energy_ev": [-12.33, -12.32], "s2": 2.01, "multiplicity": 3, "total_charge": 2, "gap_ev": [6.6, 3.4], "elements": ["N", "C", "C", "C", "C", "C", "C", "Pd", "P", "C", "C", "C", "C", "C", "C", "C", "Br", "H", "H", "H", "H", "H", "H", "H", "H", "H", "H", "P", "C", "C", "H", "H", "H", "H", "H", "C", "C", "H", "H", "H", "H", "H", "C", "C", "H", "H", "H", "H", "H", "C", "C", "H", "H", "H", "H", "H", "C", "C", "H", "H", "H", "H", "H", "C", "C", "H", "H", "H", "H", "H", "C", "N", "C", "C", "C", "N", "C", "O", "N", "H", "H", "H", "H", "H", "H", "H"], "coordinates": [[-3.60016, -8.30644, 2.06904], [-2.70878, -7.68720, 2.85858], [-2.03034, -6.51200, 2.48112], [-2.28422, -5.87165, 1.23692], [-3.19286, -6.59036, 0.38629], [-3.80644, -7.75658, 0.86555], [-1.69522, -4.55853, 0.94851], [0.28747, -0.04254, 0.01839], [-0.39616, 4.18935, -0.40852], [-2.07621, -3.76876, -0.11920], [-1.93644, -2.36388, -0.25902], [-2.81681, -1.61830, -1.07678], [-3.36580, -0.41742, -0.59396], [-3.14396, -0.14784, 0.79649], [-1.86435, -0.59079, 1.34120], [-1.11814, -1.62581, 0.69107], [-4.29043, 0.95835, 1.79552], [-0.91918, -4.24677, 1.65598], [-2.64131, -4.27027, -0.92635], [-1.30856, -6.13524, 3.20978], [-3.50499, -6.28874, -0.61360], [-2.54772, -8.19420, 3.82823], [-4.53732, -8.31809, 0.26620], [-3.24057, -2.06010, -1.98147], [-0.32784, -2.18849, 1.22794], [-3.93584, 0.19370, -1.28183], [-1.31321, -0.24667, 2.22909], [1.20945, 0.31664, -2.06351], [-1.07506, 4.88395, 1.15794], [-2.36442, 5.70868, 1.01413], [-0.28035, 5.54379, 1.55463], [-1.21205, 4.04038, 1.85345], [-2.80695, 5.81108, 2.01338], [-2.11915, 6.71092, 0.63913], [-3.11602, 5.24687, 0.35465], [-1.77644, 3.08404, -0.93273], [-2.38790, 3.74959, -2.20361], [-2.50721, 2.96005, -0.10592], [-1.36662, 2.07887, -1.14543], [-3.13541, 3.06220, -2.63911], [-2.86897, 4.71665, -1.95387], [-1.61777, 3.98458, -2.97115], [1.14755, 3.35398, 0.16103], [2.33276, 4.28081, -0.00020], [1.28939, 2.42986, -0.42260], [1.01160, 3.02748, 1.19798], [3.18579, 3.69275, -0.33230], [2.08965, 5.04477, -0.74101], [2.55667, 4.76314, 0.95189], [2.85221, 1.03445, -2.56132], [3.54030, 0.42413, -3.77987], [3.52119, 0.95636, -1.69360], [2.63921, 2.10452, -2.73620], [3.93541, -0.57737, -3.56459], [2.88155, 0.39192, -4.65754], [4.40175, 1.05631, -4.02981], [0.16590, 0.90293, -3.41320], [-0.91683, -0.06405, -3.84667], [0.85017, 1.09968, -4.24875], [-0.25299, 1.87379, -3.10232], [-0.50042, -0.96994, -4.28939], [-1.57198, -0.33681, -3.02109], [-1.52709, 0.39251, -4.62793], [1.35662, -1.49581, -2.13590], [2.55866, -2.00754, -1.35172], [1.39421, -1.80757, -3.17630], [0.42522, -1.88410, -1.69068], [2.24925, -2.77436, -0.63454], [3.30560, -2.48666, -1.99672], [3.05920, -1.20728, -0.79325], [5.01945, -0.12838, 2.18365], [3.70587, 0.41271, 2.52597], [3.32731, 0.52679, 3.82429], [2.08874, 0.99670, 4.12021], [1.17824, 1.15061, 3.04804], [1.50584, 0.89628, 1.75935], [2.83971, 0.74722, 1.46846], [3.33572, 0.85526, 0.32933], [-0.08896, 1.56852, 3.30946], [5.11629, -0.10589, 1.08994], [5.12271, -1.17038, 2.52480], [5.82118, 0.46690, 2.63750], [4.08281, 0.27490, 4.55983], [1.77831, 1.24933, 5.12335], [-0.33383, 1.84972, 4.25839], [-0.73965, 1.75885, 2.55689]]}

Stability, highest: entry P